Formula: C4H26NO9
Source: the Open Molecules 2025 dataset
Level of theory: wB97M-V/def2-TZVPD

Atoms and positions in Å:
C: 1.69079 1.10387 -1.56847
N: 2.00032 0.62322 -0.16812
C: 1.18608 -0.47261 0.44721
O: -0.04039 -0.19997 0.97001
C: 0.31936 1.67752 -1.74333
C: -0.18391 2.10587 -3.18606
H: 2.16972 0.37069 -2.25559
H: 2.44987 1.89169 -1.84498
H: 1.81290 1.52751 0.29257
H: 1.81591 -0.67425 1.35509
H: 1.29765 -1.26453 -0.31407
H: -0.40296 1.01523 -1.30010
H: 0.30770 2.63352 -1.14035
H: -0.81058 1.43368 -3.73418
H: 0.73608 2.33073 -3.73154
H: -0.63204 3.10190 -3.18898
H: -1.10279 0.03361 0.27233
H: -1.68359 -0.39737 -1.28643
O: -2.05520 -0.30065 -0.39818
H: 1.18504 -2.67090 2.77229
H: 0.31057 -1.45312 2.84491
O: 0.54502 -2.24102 3.35226
H: 1.74001 -2.14228 -1.66690
H: 3.29100 -2.10553 -1.36853
O: 2.58327 -2.57735 -1.81652
H: -2.93989 1.77735 1.42786
H: -2.46339 1.23234 0.00113
O: -2.48584 2.01484 0.61084
H: 1.75392 1.98601 2.69273
H: 0.30141 2.15291 2.16315
O: 1.06771 2.63771 2.50892
H: -0.53308 -1.80876 0.49214
H: -1.87123 -2.37956 0.10808
O: -0.93376 -2.60533 0.09120
H: -1.67517 0.63653 3.49856
H: -0.41333 0.61387 2.63078
O: -0.90231 1.16589 3.25907
H: -1.50917 -2.36528 -2.20168
H: -2.56345 -1.45692 -2.92949
O: -2.02875 -2.25029 -3.00614

## Properties
Orbital gap (alpha / beta) ... 10.52 / 5.29 eV
Spin multiplicity ... 2
⟨S²⟩ ... 0.76
Total charge ... 0


Formula: C4H27N2O10S
Source: the Open Molecules 2025 dataset
Level of theory: wB97M-V/def2-TZVPD

Atoms and positions in Å:
C: -0.48395 -3.09400 -0.64870
N: -0.71272 -1.66334 -0.46641
C: 0.40945 -0.84779 -0.96500
C: 1.74998 -0.97754 -0.23274
S: 3.08176 -0.00877 -1.02600
C: -0.07222 0.59569 -0.83627
N: -0.17327 1.31451 -1.96098
O: -0.43238 1.08097 0.25520
H: -1.36689 -3.64500 -0.30759
H: -0.30325 -3.30980 -1.70367
H: 0.39493 -3.45944 -0.09547
H: -0.87677 -1.44994 0.51454
H: 0.54446 -1.07564 -2.02351
H: 2.07446 -2.02184 -0.20187
H: 1.63677 -0.66652 0.80849
H: 0.34397 1.00877 -2.78136
H: -0.31268 2.31471 -1.87407
H: 0.97195 3.83276 -0.07326
H: -0.27302 2.95210 0.13008
O: 0.02645 3.79260 -0.26729
H: -0.33353 -0.87416 3.04435
H: -0.93399 0.05283 1.90922
O: -1.14790 -0.65069 2.54306
H: 2.07500 2.02041 1.81819
H: 0.69361 1.34695 1.72887
O: 1.41911 1.53038 2.36036
H: 2.89195 1.91171 -0.17002
H: 3.83576 2.94795 0.58978
O: 2.91506 2.72558 0.42120
H: -2.44685 -1.38526 -1.31421
H: -2.35832 -0.17112 -2.21310
O: -3.01058 -0.80321 -1.87575
H: 2.07220 -1.33361 3.20079
H: 1.52316 0.07717 3.28670
O: 1.39199 -0.82849 3.66047
H: 2.01428 -0.46825 -3.97695
H: 2.57514 0.79179 -3.39485
O: 1.90415 0.49359 -4.03811
H: -2.84543 -1.37901 2.35756
H: -3.98888 -0.87111 1.43197
O: -3.73734 -1.59809 2.03381
H: -3.76874 0.11532 -0.49703
H: -3.06180 1.04913 0.51787
O: -3.90505 0.62767 0.33165

## Properties
Orbital gap ... 7.60 eV
Spin multiplicity ... 1
Total charge ... -1


Formula: C4H27N2O9
Source: the Open Molecules 2025 dataset
Level of theory: wB97M-V/def2-TZVPD

Atoms and positions in Å:
C: -1.71100 -1.09898 2.58359
N: -2.56262 0.04717 2.12042
C: -0.45443 -1.41865 1.73339
C: 0.13877 -2.78644 2.06247
N: -0.69224 -1.17981 0.28561
C: -0.58614 0.17832 -0.04240
O: 0.59436 0.69526 -0.61694
H: -2.42086 -1.92700 2.69090
H: -1.48639 -0.87242 3.62469
H: -3.22976 0.24521 2.84822
H: -3.01017 -0.18315 1.24261
H: 0.12812 -0.58884 2.12092
H: 1.04504 -2.96505 1.49843
H: -0.69891 -3.48310 2.03130
H: 0.35739 -2.73958 3.13805
H: -0.05652 -1.77736 -0.21877
H: -1.43156 0.58453 -0.66312
H: -0.79828 0.80660 0.84309
H: -2.58173 3.15354 1.09601
H: -2.10813 3.78286 -0.17077
O: -2.40855 4.02361 0.72471
H: 2.67280 -0.61617 2.80419
H: 2.80556 -0.12835 1.38250
O: 3.22136 -0.72105 2.01327
H: 3.23046 1.23642 -0.68487
H: 1.98108 1.07905 -1.37921
O: 2.88913 1.46256 -1.56754
H: 0.46116 2.24772 -3.06649
H: -0.06324 1.19592 -1.84415
O: -0.25550 1.68065 -2.76358
H: 2.15540 2.27541 1.78135
H: 1.34320 1.52085 0.61154
O: 1.36437 1.78270 1.60104
H: 1.70098 -2.54411 -1.85360
H: 2.51509 -1.12048 -1.82260
O: 2.53397 -2.08208 -1.70933
H: 0.34979 0.44847 -3.87955
H: 0.81994 -0.90675 -4.26857
O: 0.97249 0.01578 -4.51544
H: -2.60621 0.61488 -2.69138
H: -1.67242 0.17748 -3.77125
O: -2.44579 -0.11558 -3.30873

## Properties
Orbital gap ... 8.31 eV
Spin multiplicity ... 1
Total charge ... -1


Formula: C4H27NO8
Source: the Open Molecules 2025 dataset
Level of theory: wB97M-V/def2-TZVPD

Atoms and positions in Å:
C: -1.52443 0.26738 1.84617
C: -0.24913 0.54611 1.06404
N: -0.40309 0.22687 -0.35814
C: 0.85667 -0.16818 -1.02918
C: 0.73284 -1.45359 -1.82671
H: -2.39215 0.76045 1.40431
H: -1.40819 0.59633 2.87838
H: -1.75311 -0.80033 1.86077
H: 0.00084 1.60755 1.16516
H: 0.57895 -0.01232 1.50251
H: -1.07418 -0.52061 -0.47058
H: 1.14347 0.64704 -1.70242
H: 1.68982 -0.23529 -0.32680
H: 0.57043 -2.30925 -1.17347
H: -0.11001 -1.42620 -2.51832
H: 1.64732 -1.59835 -2.40529
H: 3.57493 -1.67743 1.57015
H: 2.81127 -0.33467 1.61509
O: 2.75369 -1.28183 1.87675
H: -3.68174 -1.21758 -2.14957
H: -2.45525 -1.78340 -1.36795
O: -2.75164 -1.06186 -1.95508
H: 3.27140 1.91698 1.96333
H: 2.55196 1.88872 0.58510
O: 3.10461 1.35001 1.19711
H: 0.93505 2.84501 -0.98487
H: 2.31398 3.54694 -0.99282
O: 1.70558 3.07957 -0.41298
H: -1.20210 2.99107 -1.84258
H: -0.52667 1.72335 -2.13891
O: -0.35234 2.67632 -2.21056
H: -2.26796 2.62644 0.26080
H: -2.45726 1.54518 -0.75743
O: -2.62244 2.50193 -0.62843
H: -2.45923 -3.37295 0.54858
H: -0.98590 -2.90944 0.45964
O: -1.84238 -2.91122 -0.03249
H: 0.46432 -3.10243 2.46250
H: 1.29364 -2.28165 1.49861
O: 0.51843 -2.88468 1.52561

## Properties
Orbital gap ... 9.34 eV
Spin multiplicity ... 1
Total charge ... 0
SMILES string ... CCNCC.O.O.O.O.O.O.O.O


Formula: C4H28BO22
Source: the Open Molecules 2025 dataset
Level of theory: wB97M-V/def2-TZVPD

Atoms and positions in Å:
O: -3.08485 2.85113 -0.98512
C: -2.33424 2.12386 -0.27816
O: -2.61083 0.93714 0.11606
B: -1.34679 0.32130 0.57039
O: -0.36672 1.40040 0.43708
C: -0.94138 2.37365 -0.07546
O: -0.21774 3.14231 -0.71885
O: -0.95974 -0.83389 -0.31008
C: -1.21865 -1.81867 0.37997
O: -1.21452 -2.91519 -0.03317
C: -1.40362 -1.53556 1.74787
O: -1.49827 -0.25867 1.92638
O: -1.19363 -2.28663 2.63023
O: 1.99011 5.14599 0.28361
H: 1.17558 4.84293 0.65042
H: 2.66218 4.84854 0.89777
O: 0.81982 -3.77226 -2.08290
H: 0.30860 -4.34962 -1.47352
H: 1.70594 -3.79725 -1.82414
O: 1.61297 -3.76480 1.54459
H: 1.99874 -2.91819 1.72663
H: 1.15414 -3.97664 2.33251
O: 0.98168 5.03566 -2.41734
H: 0.92638 4.93871 -1.47821
H: 1.53390 4.29997 -2.69627
O: -0.54340 -5.53357 -0.23867
H: 0.16455 -5.74537 0.39937
H: -0.87548 -4.73321 0.14479
O: 2.20465 2.03000 1.88902
H: 2.90234 2.70838 1.81478
H: 1.46211 2.32799 1.37731
O: 0.62753 1.00432 3.88618
H: 0.87211 1.60962 3.20355
H: 0.26847 0.23710 3.44742
O: 1.58857 -1.00922 -1.40701
H: 0.66166 -1.10551 -1.69367
H: 1.95725 -1.87749 -1.48956
O: 1.92893 1.60287 -1.28260
H: 1.11552 2.02970 -1.07839
H: 1.69100 0.68471 -1.40430
O: -2.08247 -3.43230 -2.61248
H: -2.68551 -2.67360 -2.47581
H: -1.59071 -3.38242 -1.81210
O: -1.73876 4.85731 -2.84538
H: -2.20173 4.16026 -2.31495
H: -0.86265 4.92013 -2.48948
O: -3.36837 1.62608 -3.33688
H: -2.45374 1.38360 -3.27307
H: -3.40698 2.14955 -2.57307
O: 0.10295 -4.29965 4.07950
H: 0.68151 -3.84977 4.68375
H: -0.51761 -3.67947 3.71214
O: 1.79651 -0.91415 1.22375
H: 2.05229 0.01636 1.31165
H: 1.77038 -1.14648 0.28389

## Properties
Orbital gap ... 8.90 eV
Spin multiplicity ... 1
Total charge ... -1


Formula: C4H28BO22
Source: the Open Molecules 2025 dataset
Level of theory: wB97M-V/def2-TZVPD

Atoms and positions in Å:
O: -0.49540 -2.92240 -2.11778
C: -0.01840 -2.04740 -1.35778
O: 1.20260 -1.87640 -1.26178
B: 1.37360 -0.77240 -0.24278
O: -0.01440 -0.55440 0.25522
C: -0.73640 -1.41440 -0.32278
O: -1.93440 -1.39540 -0.23278
O: 1.88060 0.45560 -0.82978
C: 2.93760 0.77660 -0.28778
O: 3.77660 1.56660 -0.67478
C: 3.14960 -0.20440 0.76122
O: 2.30160 -1.10940 0.80222
O: 3.86360 -0.08740 1.74222
O: -1.08040 1.83960 1.92222
H: -2.01240 2.06660 2.09422
H: -1.15440 1.57260 1.03622
O: -1.33440 2.10760 -1.03678
H: -0.87240 2.89760 -0.94478
H: -0.75840 1.56060 -1.62078
O: -2.81340 -0.59140 2.44922
H: -2.85140 -0.14640 1.57722
H: -1.96840 -0.40340 2.87722
O: 4.52060 2.73160 3.36422
H: 5.07860 2.02060 3.04222
H: 4.94960 3.46260 2.99622
O: -3.46540 -1.94240 -2.34278
H: -4.40740 -1.76540 -2.20178
H: -3.01740 -1.89640 -1.52478
O: -0.03240 0.62460 -3.11478
H: 0.81660 0.46360 -2.77878
H: 0.06860 1.19360 -3.86178
O: -3.29540 -3.38640 1.80622
H: -3.37040 -2.46140 2.08622
H: -3.03640 -3.26540 0.83522
O: -1.14840 -2.47440 -4.63378
H: -0.96440 -2.53940 -3.69778
H: -2.12140 -2.42140 -4.72378
O: -2.85940 -4.19940 -0.98678
H: -3.68040 -4.46440 -1.48178
H: -2.12640 -4.13440 -1.62078
O: 2.41560 -0.13940 4.08122
H: 1.55060 0.20060 3.78822
H: 2.85960 -0.15740 3.21822
O: -3.60240 0.98260 0.06822
H: -2.85440 1.32660 -0.38178
H: -4.28740 1.67460 0.11222
O: 2.59760 3.30260 -2.47478
H: 3.25460 2.69560 -2.10778
H: 2.15260 3.53160 -1.64778
O: 4.12760 4.21560 0.17722
H: 3.91160 3.29060 0.09722
H: 3.78960 4.42160 1.07822
O: -0.11040 -0.62540 3.12022
H: 0.00760 -1.51340 2.78722
H: -0.16240 -0.07040 2.33622

## Properties
Orbital gap ... 9.16 eV
Spin multiplicity ... 1
Total charge ... -1


| no. | maximum force (eV Å⁻¹) |
| --- | --- |
| 1 | 4.3 |
| 2 | 0.8 |
| 3 | 4.0 |
| 4 | 0.7 |
| 5 | 7.1 |
| 6 | 8.9 |